Entry 1:
DFT (the ωB97M-V functional and the def2-TZVPD basis) results for a structure of composition C3H12N3O.

```
19
Properties=species:S:1:pos:R:3:forces:R:3
C 0.20070 1.84091 -0.14326 -1.9745 -0.2896 0.4646
C 2.16349 -0.71836 0.12302 -1.0350 -2.0847 -2.7217
C -1.29605 -0.05372 -0.35589 -1.5572 -0.2095 -4.0477
N -1.37963 -1.54908 -0.29823 2.1673 3.2367 0.9404
N 0.07218 0.42771 -0.36255 -0.2173 -2.0204 0.1305
N 0.89887 -0.26256 0.65686 -2.4682 -1.7672 0.7907
O -2.03002 0.52712 0.69138 2.8842 -0.1546 -0.5123
H 1.21423 1.94432 -0.15618 2.8344 1.2128 0.5903
H -0.14458 2.38798 -0.98889 -0.5856 0.2351 -0.6918
H -0.35325 2.14848 0.75485 0.5492 0.2645 -0.1172
H 2.82365 -1.30076 0.67689 0.6416 -0.5293 2.2510
H 1.95440 -1.46675 -0.71868 -0.1822 1.4601 0.8708
H 2.65063 0.09172 -0.25971 1.4691 2.0638 -1.1515
H -1.68125 0.42760 -1.65524 0.8170 -1.3034 4.0232
H -1.17983 -2.06497 -1.11281 0.2147 -0.2068 -1.2726
H -2.22368 -1.81732 0.09238 -1.8325 -0.6929 0.8623
H 0.39141 -1.13472 0.94961 -0.3099 0.5337 -0.7302
H 0.83985 0.27052 1.51246 0.9421 0.6543 0.4905
H -2.92113 0.30186 0.59400 -2.3572 -0.4027 -0.1695
```
Forces are in eV/Å.

- E_HOMO: -0.515 Ha
- Lowest unoccupied orbital energy: -2.97 eV
- DFT total energy: -9814.0843 eV
- Total charge: +1
- Energy above the lowest of the compared OMol25 structures with the same formula, charge and spin: 4.729 eV

***

Entry 2:
DFT (the ωB97M-V functional and the def2-TZVPD basis) results for a cluster of 2 separate species, C3H12N3O in total.

```
19
Properties=species:S:1:pos:R:3:forces:R:3
C 1.44870 -2.03907 -0.24483 -0.2102 -0.1027 -0.1397
C 1.38468 -0.66223 -0.90322 0.3152 0.0417 0.1780
N 0.43807 0.24591 -0.24367 0.1460 -0.4427 -0.5958
C -0.87131 0.20498 -0.44714 0.4851 0.5423 0.2151
N -1.69003 0.52029 0.55380 -0.2144 0.2006 -0.1275
N -1.40311 -0.06241 -1.64364 -0.7004 -0.8654 -0.1453
H 1.33340 -2.01445 0.84063 0.0648 0.1641 -0.0885
H 2.39835 -2.52351 -0.47326 -0.0726 0.0041 -0.0449
H 0.64564 -2.65416 -0.66073 0.0931 -0.1099 0.2235
H 2.34492 -0.15382 -0.87918 0.0624 -0.0361 -0.0410
H 1.12961 -0.80948 -1.94958 0.0075 0.3058 -0.1145
H 0.79190 0.78661 0.53653 -0.3466 -0.1481 0.2119
H -1.27304 0.78367 1.43447 -0.0455 -0.0325 0.1169
H -2.65057 0.76547 0.36448 0.1334 0.0405 0.1197
H -2.36225 -0.37896 -1.61565 -0.0077 0.1041 -0.1692
H -0.89195 -0.45759 -2.42095 0.2880 0.2906 0.3267
H 1.17726 1.39980 2.94009 -0.1128 -0.1571 -0.0808
H 0.16623 2.49384 2.65712 0.1191 -0.4061 -0.3289
O 0.45934 1.62186 2.33033 -0.0043 0.6069 0.4843
```
Forces are in eV/Å.

- E_HOMO: -0.526 Ha
- Lowest unoccupied orbital energy: -2.83 eV
- DFT total energy: -9818.5648 eV
- Total charge: +1
- Energy above the lowest of the compared OMol25 structures with the same formula, charge and spin: 0.248 eV

***

Entry 3:
DFT (the ωB97M-V functional and the def2-TZVPD basis) results for a cluster of 2 separate species, C3H12N3O in total.

```
19
Properties=species:S:1:pos:R:3:forces:R:3
C 0.33806 1.45091 -0.60194 3.4515 -4.2791 -0.6692
C 0.87009 0.81272 0.66206 -2.1376 -1.3156 2.1183
C -0.64815 -0.82032 1.09495 2.1913 1.5756 -2.5258
N 0.10289 0.39448 -1.62724 -1.8021 0.2410 0.6835
N 1.99897 0.12944 0.80600 1.3907 0.3698 -2.9863
N -1.65982 -0.72629 0.00449 -0.8144 0.0955 -1.3000
O 0.24613 -1.89566 0.84447 -1.3279 1.1195 0.6072
H 0.96756 2.11203 -1.09961 1.6708 1.6893 -0.0330
H -0.49490 1.94349 -0.37164 -3.6770 1.7300 0.8539
H 0.74722 1.29655 1.58823 -1.2773 1.1504 0.7065
H -1.16663 -0.62556 2.01482 0.1882 -0.8479 0.7357
H -0.26926 0.85029 -2.43650 0.3343 -0.1385 -0.8293
H 0.84050 -0.25260 -1.81445 0.6116 0.1277 -0.2282
H 2.41554 -0.12937 -0.04892 0.7424 -0.6201 -0.9268
H 2.26198 -0.50564 1.50679 -0.2575 -0.3315 1.4578
H -2.18982 -1.53780 -0.20961 -0.2554 -2.2157 0.1446
H -2.48296 -0.18555 0.26376 0.4897 1.1152 0.1320
H -1.25934 -0.48534 -1.00032 0.4873 0.8136 1.7452
H -0.21354 -2.64536 0.44900 -0.0083 -0.2791 0.3140
```
Forces are in eV/Å.

- E_HOMO: -0.434 Ha
- Lowest unoccupied orbital energy: -3.08 eV
- DFT total energy: -9813.8015 eV
- Total charge: +1
- Energy above the lowest of the compared OMol25 structures with the same formula, charge and spin: 5.012 eV

***

Entry 4:
DFT (the ωB97M-V functional and the def2-TZVPD basis) results for a cluster of 2 separate species, C3H12N3O2 in total.

```
20
Properties=species:S:1:pos:R:3:forces:R:3
C 1.58567 -2.43893 1.57392 0.9956 2.6470 -1.0229
C -0.84724 0.90089 -3.16992 3.3198 0.0899 1.6072
C -0.27403 -0.92248 1.91888 -1.4107 1.2864 3.2222
N -1.62512 0.26391 0.34743 1.0591 -1.0518 0.2736
N 0.72694 0.46348 0.32201 -1.4075 1.0230 -1.3585
N -0.47656 0.01431 0.72557 -0.4386 -0.2005 0.2047
O 0.97911 -1.25394 2.22541 1.4273 -0.9095 -0.7676
O -0.60904 1.56811 -1.87344 -0.1408 1.1381 -0.7978
H 2.22719 -2.82772 2.39533 -0.3003 -0.0703 -1.1474
H 2.18542 -1.92455 0.64507 -1.2552 -2.0864 2.1645
H 0.75270 -3.08528 1.28184 0.5474 -0.2107 -0.1412
H -0.80016 -0.13557 -2.87934 0.1521 -0.4086 -0.5409
H -0.13156 1.20258 -3.96137 -0.0114 -0.3753 0.7973
H -1.75998 1.15312 -3.49676 -3.5388 0.7198 -1.1335
H -0.99479 -1.73098 1.87106 -0.1664 -0.0699 -0.4922
H -0.47901 -0.26458 2.83124 -0.8261 -0.5024 -1.4587
H -1.60278 0.84851 -0.49807 0.2615 0.5497 -0.0697
H -0.76114 2.53537 -1.96595 0.1204 -0.8981 -0.1443
H 1.29475 0.36103 1.11696 1.6095 -0.1023 1.0143
H 0.69378 1.39580 -0.09985 0.0032 -0.5679 -0.2090
```
Forces are in eV/Å.

- E_HOMO: -0.548 Ha
- Lowest unoccupied orbital energy: -4.63 eV
- DFT total energy: -11860.4448 eV
- Total charge: +1
- Energy above the lowest of the compared OMol25 structures with the same formula, charge and spin: 5.436 eV

***

Entry 5:
DFT (the ωB97M-V functional and the def2-TZVPD basis) results for a structure of composition C3H12N4O.

```
20
Properties=species:S:1:pos:R:3:forces:R:3
C -0.38906 0.01292 1.65682 3.3193 0.9106 0.3076
N -0.74937 -0.57229 -0.74531 1.3937 0.1181 0.2237
N -1.27565 0.58301 -1.33938 0.3272 -0.2296 -0.2101
N -1.51128 -1.72562 -0.95832 0.1655 -0.6318 -0.1095
H -2.16483 0.76875 -0.87768 0.1620 0.1086 -0.0817
H -1.50774 0.36085 -2.30765 -0.0752 0.1188 -0.0761
H -0.81908 -2.47869 -1.07254 -0.2623 0.1205 -0.0090
H -2.00655 -1.92526 -0.08848 0.0726 -0.1731 -0.0615
H -1.40817 0.18692 1.31806 0.6915 0.2097 -1.1063
H -0.27815 -1.01993 1.97228 0.1596 0.1689 0.1199
H -0.20091 0.76570 2.41909 0.1307 -0.4401 0.5022
C 1.47269 1.68298 0.41731 0.1362 0.1421 0.1668
N 1.16493 0.29309 0.72558 -3.8931 -0.9159 -0.5159
C 0.75474 -0.75530 -0.78436 -2.0625 -1.1771 -1.3514
O 1.15589 -1.94345 -0.67604 -0.1776 1.5159 0.5746
H 1.95288 -0.27416 1.02588 -0.3129 0.1241 0.6707
H 1.13675 -0.11809 -1.60891 0.3223 0.3752 0.6589
H 2.02641 2.16182 1.22877 -0.1360 0.1067 -0.0193
H 0.56569 2.24194 0.18551 -0.0434 -0.1835 0.2196
H 2.08080 1.75478 -0.49064 0.0823 -0.2681 0.0970
```
Forces are in eV/Å.

- E_HOMO: -0.290 Ha
- Lowest unoccupied orbital energy: 0.68 eV
- DFT total energy: -11308.8268 eV
- Total charge: 0
- Energy above the lowest of the compared OMol25 structures with the same formula, charge and spin: 5.583 eV

***

Entry 6:
DFT (the ωB97M-V functional and the def2-TZVPD basis) results for a cluster of 2 separate species, C3H12N5 in total.

```
20
Properties=species:S:1:pos:R:3:forces:R:3
C 1.23360 2.25150 -0.01987 0.7471 -2.8410 0.4463
C -0.22461 -2.57148 -0.20643 -0.9527 2.1496 1.8232
C -0.97563 -0.13480 -0.13448 0.9668 -1.2426 0.5601
N -2.42746 1.51431 -0.06642 -1.6302 3.3712 -2.7781
N -1.85935 0.52832 0.48093 2.4373 -3.9335 0.9906
N 2.14941 0.18111 0.03655 -0.6598 -0.1349 5.0938
N 1.32343 1.07647 -0.52659 0.2402 3.1920 -0.6266
N -0.18791 -1.24172 0.61979 -3.6770 -1.5262 -0.5241
H 1.57276 2.72645 0.86888 1.3592 -0.5844 1.1232
H 0.58726 2.87502 -0.44569 -2.7715 2.2962 -2.3058
H -2.22909 1.78705 -1.07087 -0.4483 -0.6655 1.5227
H 0.48846 -3.20960 0.16232 1.9204 -1.3445 1.0506
H -1.14858 -3.06062 -0.12980 -1.4981 -0.2432 0.1213
H -0.00653 -2.33357 -1.17977 0.4463 0.6292 -2.3593
H -0.52483 -0.00108 -1.13347 -0.6723 0.0672 0.5808
H -3.36650 1.64070 0.26656 -0.0991 0.5466 -0.0557
H 2.62749 0.51969 0.91483 -0.6272 -0.2197 -0.9483
H 2.85060 -0.08130 -0.53684 2.4983 -1.2658 -2.8115
H 0.80789 -1.00022 0.52514 0.5481 0.6801 1.1436
H -0.69042 -1.46627 1.57523 1.8723 1.0690 -2.0468
```
Forces are in eV/Å.

- E_HOMO: -0.465 Ha
- Lowest unoccupied orbital energy: -2.74 eV
- DFT total energy: -10745.7339 eV
- Total charge: +1
- Energy above the lowest of the compared OMol25 structures with the same formula, charge and spin: 5.672 eV